Formula: C25H19ClLiN4O4
Source: OMol25
Level of theory: ωB97M-V/def2-TZVPD

Results
E_LUMO: 2.14 eV
charge: -1
gap between HOMO and LUMO: 6.14 eV

Each line ends with the Mulliken charge.
CARTESIAN COORDINATES (ANGSTROEM)
Li -4.768 -17.995 -1.594  0.930
O -7.810 -18.428 -6.421  -0.556
C -6.574 -18.088 -6.732  0.356
O -6.226 -17.897 -7.894  -0.643
C -5.548 -17.921 -5.665  -0.003
C -4.208 -17.575 -5.859  0.349
Cl -3.416 -17.025 -7.216  -0.164
N -3.521 -17.790 -4.686  0.488
N -4.384 -18.083 -3.671  -0.604
C -5.620 -18.208 -4.234  0.055
C -6.800 -18.537 -3.330  0.989
O -7.909 -18.864 -3.840  -0.879
O -6.583 -18.427 -2.074  -0.717
C -2.115 -17.698 -4.435  0.190
C -1.160 -18.266 -5.331  -0.487
C 0.200 -18.214 -4.976  -0.731
C 0.608 -17.717 -3.730  -0.319
C -0.294 -17.110 -2.889  -0.855
C -1.656 -17.111 -3.245  0.291
H -7.966 -18.641 -5.445  0.470
H -1.472 -18.720 -6.282  0.429
H 1.008 -18.632 -5.602  0.295
H 1.646 -17.813 -3.424  0.370
H 0.100 -16.661 -1.970  0.399
H -2.357 -16.562 -2.587  0.251
C -1.918 -22.200 0.813  -0.859
N -3.118 -21.350 0.599  0.110
C -4.398 -21.750 0.218  -0.295
C -5.045 -20.629 -0.255  -0.611
N -4.170 -19.554 -0.216  -0.198
C -3.062 -19.988 0.345  -0.344
H -2.220 -23.206 1.144  0.296
H -1.319 -21.731 1.633  0.306
H -1.338 -22.251 -0.082  0.330
H -4.713 -22.796 0.227  0.385
H -6.045 -20.533 -0.679  0.454
H -2.142 -19.357 0.521  0.335
C -4.096 -12.129 -2.615  -0.420
C -4.521 -13.227 -3.376  -0.576
C -4.717 -14.486 -2.801  -0.577
C -4.381 -14.735 -1.422  0.464
C -4.365 -16.041 -0.900  -0.520
C -4.067 -16.181 0.437  -0.052
C -3.737 -15.066 1.238  -0.745
C -3.700 -13.786 0.730  -0.769
C -3.992 -13.553 -0.635  0.566
C -3.811 -12.305 -1.264  -0.600
H -3.985 -11.120 -3.026  0.344
H -4.723 -13.079 -4.439  0.367
H -5.161 -15.272 -3.345  0.559
H -4.048 -17.168 0.896  0.340
H -3.527 -15.166 2.314  0.305
H -3.453 -12.918 1.371  0.246
H -3.505 -11.435 -0.652  0.254



Formula: C25H19ClN4O
Source: OMol25
Level of theory: ωB97M-V/def2-TZVPD

Results
structure (SMILES): Clc1cccc(-c2ccc(-c3nnc(CCCc4ccc5cccnc5n4)o3)cc2)c1
E_LUMO: -0.36 eV
gap between HOMO and LUMO: 8.56 eV

Each line ends with the Mulliken charge.
CARTESIAN COORDINATES (ANGSTROEM)
Cl 2.747 6.900 -5.926  -0.212
C 2.319 6.409 -4.295  0.174
C 1.522 7.226 -3.548  -0.575
C 1.028 6.662 -2.312  -0.611
C 1.358 5.418 -1.785  -0.390
C 2.185 4.658 -2.564  0.160
C 2.472 3.291 -1.964  0.224
C 3.439 3.256 -0.976  -0.365
C 3.774 2.013 -0.251  -0.872
C 2.981 0.818 -0.546  0.423
C 2.969 -0.336 0.309  0.605
N 3.450 -0.353 1.506  -0.362
N 3.103 -1.580 1.979  -0.522
C 2.506 -2.197 1.074  0.552
C 1.952 -3.696 1.251  -0.686
C 0.397 -3.563 1.078  -0.964
C -0.387 -2.768 2.165  -0.499
C -1.826 -3.237 2.059  0.330
C -2.317 -3.987 3.059  -0.122
C -3.660 -4.334 3.199  -1.078
C -4.443 -3.645 2.296  1.259
C -5.860 -3.766 2.299  -0.512
C -6.571 -3.422 1.166  -0.650
C -5.850 -2.646 0.325  -0.096
N -4.537 -2.558 0.231  -0.615
C -3.859 -2.930 1.238  0.186
N -2.585 -2.613 1.210  -0.459
O 2.369 -1.465 -0.036  -0.326
C 1.926 1.016 -1.398  -0.648
C 1.827 2.163 -2.150  -0.207
C 2.684 5.169 -3.757  -0.258
H 1.296 8.165 -3.951  0.498
H 0.336 7.305 -1.804  0.341
H 1.018 5.085 -0.782  0.393
H 3.909 4.180 -0.766  0.488
H 4.719 1.932 0.274  0.366
H 2.122 -4.170 2.210  0.320
H 2.417 -4.318 0.464  0.330
H -0.113 -4.498 1.136  0.553
H 0.088 -3.232 0.097  0.260
H -0.354 -1.614 1.999  0.268
H -0.023 -2.877 3.141  0.494
H -1.715 -4.512 3.834  0.308
H -4.147 -4.846 4.003  0.379
H -6.342 -4.119 3.246  0.301
H -7.688 -3.385 1.056  0.306
H -6.241 -1.966 -0.451  0.408
H 1.188 0.167 -1.558  0.307
H 0.971 2.152 -2.799  0.354
H 3.447 4.647 -4.284  0.442



Formula: C25H19N2O3Re
Source: OMol25
Level of theory: ωB97M-V/def2-TZVPD

Results
<S²>: 0.76
E_LUMO (alpha / beta): -5.07 / -4.76 eV
multiplicity: 2
charge: +1
gap between HOMO and LUMO (alpha / beta): 6.11 / 6.40 eV

Each line ends with the Mulliken charge.
CARTESIAN COORDINATES (ANGSTROEM)
Re -0.163 -0.620 -0.301  1.020
C -4.234 -1.553 0.840  -0.481
O -4.145 -0.984 2.146  -0.469
C -3.302 0.033 2.407  0.493
C -3.653 0.844 3.486  -0.552
C -2.874 1.920 3.868  -0.722
C -1.724 2.213 3.160  -1.002
C -1.334 1.403 2.096  0.498
C -0.127 1.783 1.407  0.148
N 0.443 1.142 0.452  0.435
N 1.579 1.717 -0.123  -1.066
C 1.968 1.003 -1.115  0.468
O 1.258 -0.083 -1.513  -0.734
C 3.230 1.297 -1.792  0.600
C 3.440 0.827 -3.085  -0.313
C 4.651 1.065 -3.713  -0.655
C 5.655 1.750 -3.043  -0.371
C 5.448 2.212 -1.748  -0.737
C 4.236 1.990 -1.119  -0.421
C -2.120 0.299 1.731  0.848
O -1.723 -0.542 0.723  -0.750
H -5.178 -2.087 0.824  0.320
H -3.421 -2.251 0.653  0.021
H -4.243 -0.779 0.073  0.312
H -4.570 0.600 4.007  0.467
H -3.175 2.537 4.703  0.416
H -1.115 3.068 3.424  0.396
H 0.362 2.708 1.698  0.482
H 2.653 0.286 -3.595  0.451
H 4.815 0.715 -4.723  0.408
H 6.607 1.922 -3.529  0.406
H 6.235 2.744 -1.229  0.406
H 4.056 2.345 -0.113  0.448
C 4.761 -3.005 1.417  -0.646
C 4.328 -1.677 1.216  -0.701
C 3.015 -1.406 0.952  -0.231
C 2.064 -2.447 0.870  0.792
C 0.685 -2.241 0.546  0.144
C -0.213 -3.296 0.575  0.025
C 0.216 -4.601 0.879  -1.033
C 1.540 -4.829 1.128  -0.631
C 2.490 -3.775 1.121  0.641
C 3.858 -4.026 1.382  -0.879
H 5.805 -3.208 1.614  0.397
H 5.040 -0.864 1.275  0.475
H 2.694 -0.379 0.842  0.513
H -1.270 -3.134 0.378  0.149
H -0.502 -5.408 0.909  0.406
H 1.883 -5.832 1.353  0.409
H 4.175 -5.049 1.550  0.397



Formula: C25H20AgCl5N4O7Si
Source: OMol25
Level of theory: ωB97M-V/def2-TZVPD

Results
E_LUMO: 3.73 eV
charge: -2
gap between HOMO and LUMO: 6.20 eV

Each line ends with the Mulliken charge.
CARTESIAN COORDINATES (ANGSTROEM)
Ag -0.229 0.306 -0.558  0.091
N 2.248 1.091 -2.863  -0.178
C 3.070 2.114 -2.535  0.423
C 3.955 2.695 -3.428  -0.784
C 4.781 3.767 -3.053  -0.546
C 4.765 4.275 -1.785  -0.946
C 3.871 3.716 -0.836  1.119
C 3.797 4.172 0.502  -0.645
C 2.909 3.604 1.364  -0.830
C 2.061 2.580 0.882  -0.153
N 2.099 2.135 -0.344  0.186
C 3.004 2.668 -1.202  0.061
H 2.435 0.675 -3.761  0.273
H 1.955 0.397 -2.141  0.153
H 4.014 2.299 -4.435  0.321
H 5.457 4.182 -3.792  0.341
H 5.418 5.085 -1.487  0.322
H 4.457 4.972 0.821  0.356
H 2.829 3.927 2.393  0.391
H 1.308 2.137 1.526  0.292
C 0.551 -2.621 -3.492  -0.966
Si 1.667 -2.386 -1.991  0.336
C 3.456 -2.454 -2.631  -1.073
C 1.427 -3.907 -0.906  -0.700
O 1.402 -1.017 -1.213  -0.676
H 0.753 -3.561 -4.011  0.337
H 0.672 -1.805 -4.209  0.285
H -0.485 -2.628 -3.151  0.194
H 3.654 -3.368 -3.194  0.341
H 4.160 -2.406 -1.799  0.288
H 3.662 -1.602 -3.281  0.226
H 1.682 -4.829 -1.435  0.299
H 0.378 -3.965 -0.614  -0.036
H 2.039 -3.847 -0.004  0.273
O -2.070 -3.454 -1.126  -0.764
C -2.349 -2.392 -0.559  0.162
O -2.229 -1.205 -0.928  -0.775
C -2.960 -2.522 0.859  0.507
C -2.662 -3.604 1.677  -0.678
C -3.190 -3.642 2.958  -0.015
C -4.034 -2.674 3.469  -0.577
C -4.322 -1.627 2.614  0.048
C -3.794 -1.515 1.342  -0.337
N -5.235 -0.571 3.110  1.179
O -5.529 0.327 2.351  -0.611
O -5.663 -0.684 4.244  -0.680
N -2.861 -4.788 3.835  1.074
O -2.101 -5.634 3.410  -0.637
O -3.391 -4.834 4.932  -0.655
H -2.028 -4.393 1.300  0.549
H -4.440 -2.729 4.465  0.593
H -3.981 -0.651 0.721  0.511
Cl -1.555 3.419 -1.450  -0.227
C -1.931 2.922 0.198  1.342
C -1.374 1.750 0.671  -2.378
C -1.687 1.446 1.980  1.783
Cl -0.943 0.024 2.710  -0.171
C -2.535 2.208 2.779  -0.293
Cl -2.929 1.746 4.405  -0.189
C -3.085 3.372 2.250  0.571
Cl -4.140 4.356 3.208  -0.240
C -2.769 3.742 0.946  -0.234
Cl -3.436 5.208 0.295  -0.234



Energy relative to the best compared isomer or geometry (same formula, charge and spin)? In order: 0.0 77.0 12.9 0.0 kcal per mole.
DFT total energy? In order: -53114.240 -46760.057 -37478.120 -121031.792 eV.